Density functional theory data (wB97M-V/def2-TZVPD) for 15 unconnected molecules or ions with the total composition C48H130N6O23.

The geometry in XYZ format:
```
207
Properties=species:S:1:pos:R:3:forces:R:3:lowdin_charge:R:1
H 0.997 7.004 1.555 -0.4 0.1 -0.1 0.126
C -0.559 -2.037 -8.112 -0.5 0.3 -0.1 -0.216
H -0.608 -5.999 3.477 -0.4 0.0 -0.1 0.088
C -3.687 -0.946 1.603 -0.3 1.1 -0.4 -0.189
H -2.890 1.541 6.356 0.0 0.0 -0.1 0.072
H 6.105 0.521 2.524 0.0 0.4 -0.3 0.107
C -7.522 0.809 -4.443 -0.3 0.3 0.4 -0.209
H 0.208 -2.561 7.872 0.4 -0.1 0.1 0.113
O 3.984 4.859 -1.841 0.5 0.1 -0.5 -0.152
H -0.640 1.501 -1.081 0.0 0.0 0.2 0.119
H 0.535 4.149 2.212 0.1 -0.1 -0.1 0.091
H 1.971 6.951 -4.990 -0.2 -0.1 -0.2 0.125
H -7.675 4.910 -6.041 -0.1 -0.1 -0.3 0.083
H -6.837 2.153 -3.188 0.0 0.1 0.6 0.096
O -0.930 -4.326 2.227 -0.2 -0.5 -0.9 -0.214
C 1.781 6.199 -4.211 0.0 0.3 -0.2 -0.224
O -0.887 -5.892 7.036 -0.3 -0.3 -0.5 0.128
H 3.515 4.044 -0.044 0.2 -0.6 0.3 0.065
N 1.358 6.193 -1.733 0.9 -0.2 -0.1 -0.060
O 1.279 -6.496 7.043 1.1 0.5 0.0 0.007
H 2.218 -2.044 -4.495 0.0 -0.2 -0.5 0.122
C 1.067 -7.753 6.444 -1.1 -0.4 -0.7 -0.042
O -0.072 5.442 0.724 0.2 -0.2 0.0 -0.209
C 1.548 6.987 -2.947 -0.3 0.0 0.2 -0.199
H -1.382 -1.965 -1.892 0.1 0.0 -0.1 0.050
H -0.365 0.135 0.929 0.7 -0.4 0.0 0.080
H -1.091 -2.797 -8.696 -0.1 -0.2 0.3 0.118
H 0.975 2.110 -0.480 -0.7 -0.1 0.3 0.091
H 2.383 -3.091 -1.081 0.1 -0.1 0.0 0.069
O -0.205 -1.380 3.484 0.3 -0.1 0.0 -0.186
O 0.754 -4.484 7.610 0.4 0.2 -0.2 0.039
H 5.043 -0.846 0.918 0.1 0.0 -0.2 0.107
H 0.769 -1.874 5.283 0.0 -0.3 -0.2 0.096
H 0.421 -4.578 3.647 -0.1 0.0 0.3 0.085
O -1.474 4.781 -1.471 0.7 -0.5 0.0 -0.166
C -2.263 5.843 -1.944 -0.8 0.0 0.5 -0.150
H 2.839 -5.019 0.778 0.0 0.1 -0.2 0.057
H 1.681 1.368 1.660 -0.6 -0.3 -0.3 0.028
C -0.609 -4.905 3.474 0.3 0.8 -0.2 -0.100
O -1.181 -0.781 -8.337 0.1 0.0 0.2 -0.179
H 2.134 7.606 -0.428 -0.2 0.4 -0.3 0.128
H 1.225 4.108 -5.905 -0.3 -0.3 0.0 0.076
C 0.671 2.285 5.551 0.2 0.1 0.4 -0.142
O 0.621 5.451 -4.462 -0.4 -0.1 0.5 -0.210
H -1.151 -3.548 7.572 0.0 -0.6 -0.1 0.116
H -3.372 2.488 -3.569 0.1 -0.4 -0.2 0.096
C 1.074 6.280 0.733 -0.1 0.6 0.2 -0.192
C 0.197 4.114 1.170 0.1 0.3 0.7 -0.080
H -0.045 -3.235 -6.459 -0.3 -0.3 -0.1 0.109
H -2.300 5.861 -3.034 0.4 -0.1 0.0 0.080
O 1.403 -2.446 -2.687 -0.1 0.4 -0.3 -0.230
H 3.435 -3.064 -2.506 -0.1 0.3 -0.3 0.092
H -1.989 -3.526 -2.549 0.1 0.2 -0.2 0.080
H 4.143 -4.905 5.833 -0.1 0.1 -0.1 0.088
H -3.032 -3.047 3.387 0.7 0.2 0.0 0.119
C 3.980 -3.924 3.411 -0.2 0.3 0.0 -0.231
H 4.748 3.139 -1.031 0.1 0.1 0.2 0.076
H 2.811 0.980 -5.264 0.0 0.4 0.1 0.084
C 6.761 -0.160 1.968 -0.2 -0.4 -0.6 -0.235
H 0.363 -0.563 -3.924 0.1 0.0 0.0 0.112
H -0.897 -2.829 10.028 -0.1 0.1 -0.3 0.078
C 3.816 3.701 -1.040 -0.7 0.7 -0.1 -0.143
C -3.069 -3.171 2.293 -0.7 -0.7 0.5 -0.184
H 3.697 0.702 1.855 0.1 0.2 -0.3 0.066
H -4.531 -1.244 0.969 -0.1 -0.1 0.2 0.129
H -1.074 0.540 7.391 0.0 0.1 0.0 0.072
C 4.381 -3.083 2.200 -0.6 0.3 0.3 -0.207
H -0.736 3.553 1.145 0.0 0.0 -0.3 0.084
C 0.911 0.007 -0.658 -1.1 -0.1 -0.1 -0.173
O 5.144 -4.351 4.086 -0.2 -0.1 -0.2 -0.184
O -4.702 1.874 -2.069 0.6 -0.4 -0.8 -0.191
C 5.896 -1.290 1.436 -0.4 -0.5 0.8 -0.203
H 0.717 -7.640 5.412 0.3 0.2 0.0 0.091
H -0.784 -1.861 -3.953 0.0 -0.1 -0.2 0.100
O 0.961 1.596 -2.403 -0.1 -1.2 -0.2 -0.199
H -1.896 0.827 3.379 -0.3 0.2 0.2 0.081
H 0.535 -3.770 10.168 0.2 0.0 -0.4 0.083
C -2.063 0.084 7.322 -0.7 0.5 0.2 -0.153
H 1.652 -6.062 1.500 -0.3 0.0 0.0 0.075
H -9.294 1.960 -4.744 0.0 0.3 0.0 0.123
C 1.201 7.055 -0.571 0.3 -0.8 0.3 -0.190
H -0.883 3.268 4.949 0.0 0.1 0.1 0.061
H -1.949 6.822 -1.571 0.1 0.0 -0.1 0.076
H 0.342 -0.706 -1.265 0.3 -0.4 0.1 0.096
H -8.415 1.501 -6.259 -0.4 0.1 0.0 0.121
C -8.319 1.861 -5.227 1.2 -1.2 0.0 -0.239
H -0.098 -0.333 5.282 0.1 -0.3 -0.3 0.047
C 0.281 -5.644 7.175 -0.9 -0.3 0.7 -0.623
H -9.109 3.888 -6.365 -0.2 0.1 0.1 0.084
H 1.385 2.395 6.370 -0.1 0.2 0.1 0.087
C 2.415 -3.262 -2.158 -0.6 -0.4 0.1 -0.105
N -2.678 -1.981 1.544 0.0 -0.4 0.9 -0.052
H 8.605 1.636 1.923 -0.1 0.1 0.1 0.086
H -1.015 4.981 -0.622 -0.6 0.4 -0.6 0.038
H 0.969 3.626 0.575 -0.1 0.2 0.1 0.061
H 0.817 3.638 -2.684 -0.1 0.0 0.0 0.070
H 1.719 -2.106 3.272 -0.2 -0.3 0.0 0.098
H 2.153 -4.305 -2.362 0.3 -0.2 0.1 0.080
C -8.362 4.169 -5.626 1.3 0.3 0.4 -0.099
H 3.361 -4.770 3.084 0.3 -0.2 -0.2 0.105
O -1.879 0.822 1.356 -1.1 0.3 -0.2 -0.238
H -1.275 -4.478 4.228 0.2 -0.4 0.3 0.087
H -3.838 1.153 0.792 -0.4 -0.2 0.7 0.134
C 1.004 -1.400 1.363 0.2 1.2 0.3 -0.160
C -0.643 -2.322 -6.618 1.1 -0.6 -0.5 -0.205
C -3.160 0.305 0.920 1.0 0.7 -1.2 -0.155
C 0.470 2.693 -3.112 -0.1 0.3 -0.1 -0.097
C -1.852 1.554 2.556 0.5 -1.3 1.5 -0.100
H 0.641 7.597 -3.059 0.2 0.4 -0.4 0.125
H 0.344 7.727 -0.701 0.1 0.3 0.2 0.119
C -0.112 -1.358 4.889 -0.7 0.5 0.4 -0.098
C 4.841 -5.294 5.082 0.2 -0.2 0.3 -0.109
O 2.183 2.104 2.043 0.4 0.2 0.4 -0.149
H 0.333 1.244 5.582 0.2 0.3 -0.3 0.035
O 1.940 -6.231 -0.570 0.6 -0.3 -0.2 -0.119
H -8.090 -0.126 -4.455 -0.1 0.0 0.1 0.116
H 6.431 -1.933 0.728 0.2 0.2 -0.1 0.126
H -0.858 1.988 2.687 -0.1 0.2 -0.4 0.072
H 1.591 -0.383 3.175 -0.2 0.2 -0.1 0.107
O -7.562 3.052 -5.240 -0.6 0.4 -0.1 -0.198
C -1.677 -0.577 -9.613 -0.5 0.0 -1.5 -0.152
C -0.392 -3.696 9.597 -0.3 0.0 0.8 -0.058
C 7.921 1.671 1.071 0.0 -0.5 -0.5 -0.101
H 0.260 -8.321 6.913 0.3 0.1 0.4 0.099
C 3.368 1.511 2.520 0.4 -1.0 -0.1 -0.168
H -3.052 3.056 -1.926 0.0 0.0 -0.1 0.067
O 2.503 -0.161 -6.927 -0.4 0.1 -0.4 -0.141
H 2.048 -1.547 1.075 -0.1 -0.3 -0.3 0.093
H -1.850 -1.641 2.017 0.4 0.2 -0.2 0.091
C 1.075 -1.306 2.885 0.1 -0.3 -0.4 -0.190
O 7.366 0.387 0.811 0.1 0.6 0.7 -0.191
H 1.112 -4.668 0.474 0.0 0.1 0.4 0.066
N 5.355 -2.054 2.557 -0.1 -0.7 0.2 -0.049
H 1.134 -3.495 -4.437 0.0 0.0 -0.3 0.118
H -2.635 2.292 2.747 -0.1 0.1 -0.7 0.103
C -0.202 -3.544 8.108 0.0 0.9 0.2 -0.228
H 8.495 1.931 0.183 -0.1 0.2 0.0 0.087
H -4.154 -3.321 2.228 0.1 -0.2 -0.8 0.126
H 1.963 -0.093 -0.931 0.1 -0.1 0.4 0.132
C 2.441 1.112 -6.284 0.4 -0.4 0.5 -0.139
C -3.378 2.198 -2.518 -0.5 0.5 1.1 -0.089
H -2.778 -5.277 2.390 0.2 -0.1 0.0 0.122
H -2.450 -4.621 0.808 0.5 0.1 -0.1 0.113
H -2.712 1.370 -2.267 0.2 -0.1 -0.4 0.073
H -4.097 -0.713 2.596 0.2 -0.2 0.2 0.128
H 0.560 5.575 -1.857 -0.1 0.1 0.0 0.080
H 4.642 -3.785 1.397 0.7 0.1 -0.1 0.115
H 2.013 -8.282 6.465 0.0 0.0 0.1 0.096
H -1.679 -2.575 -6.391 -0.1 0.4 0.4 0.122
H -1.091 -1.006 -10.440 0.6 0.2 0.3 0.085
H 3.258 0.973 3.471 -0.2 0.4 0.3 0.071
H 0.779 -0.899 -6.252 -0.1 -0.2 -0.1 0.064
H -1.788 0.492 -9.796 0.2 0.0 0.1 0.085
H -6.813 0.538 -1.240 0.6 0.4 0.1 0.110
H 3.320 -3.402 4.118 0.2 0.4 0.0 0.111
H 3.169 5.395 -1.816 -0.2 -0.4 0.2 0.020
H 0.372 -2.212 0.992 0.1 -0.3 0.2 0.112
H -1.211 -3.501 -0.991 0.2 0.2 0.1 0.069
H 1.992 5.750 1.001 -0.1 -0.5 -0.6 0.120
C -5.017 0.544 -2.456 -1.2 -0.4 0.6 -0.229
H 5.769 -5.554 5.591 0.0 0.0 -0.1 0.090
H 4.196 2.212 2.609 -0.2 0.3 0.0 0.077
O -3.145 -2.732 -1.075 0.3 -0.1 0.4 -0.161
H 3.492 -2.574 1.820 -0.1 -0.1 0.1 0.081
H -4.524 -0.171 -1.787 0.2 -0.1 -0.1 0.101
C -6.526 0.363 -2.288 0.0 0.4 1.7 -0.221
H -0.625 2.717 -3.191 0.0 0.0 0.3 0.086
C 1.279 -2.459 -4.113 0.4 0.3 1.2 -0.186
H -4.743 0.285 -3.483 0.3 0.4 -0.1 0.120
H 0.849 2.597 -4.129 0.1 0.1 0.1 0.067
H -2.652 0.294 8.218 0.4 -0.1 0.3 0.083
H 3.030 3.048 -1.436 0.0 -0.1 0.0 0.066
C -2.300 -4.439 1.871 -0.9 0.6 0.9 -0.188
H 3.408 -0.472 -6.991 0.1 0.2 0.1 0.084
H 4.418 -6.208 4.647 0.0 0.0 0.0 0.088
H 7.118 2.395 1.227 0.1 0.1 0.1 0.084
H 7.514 -0.462 2.708 0.1 -0.3 -0.2 0.126
H -1.035 -1.787 5.283 0.1 -0.3 0.0 0.083
H 6.094 -2.535 3.059 0.1 0.2 0.0 0.106
H 1.206 2.540 4.633 -0.1 -0.3 -0.1 0.073
C 1.854 -5.454 0.613 -0.1 -0.1 -0.3 -0.155
H 0.554 5.604 -6.507 -0.3 0.0 -0.1 0.089
C 0.133 -1.506 -4.430 0.0 0.0 0.1 -0.194
C -1.856 -2.916 -1.656 -0.6 -0.4 0.3 -0.151
H -3.296 5.670 -1.614 0.0 0.3 0.0 0.077
H -0.992 -4.563 9.877 0.0 -0.1 -0.3 0.082
N 0.630 -0.105 0.779 0.4 0.1 -0.1 -0.043
H -8.754 4.664 -4.735 -0.6 -0.3 0.0 0.088
H 2.707 5.615 -4.147 -0.2 -0.4 0.1 0.125
H -0.565 4.431 -5.714 0.1 -0.2 -0.2 0.096
C 0.438 4.848 -5.720 1.0 0.7 0.0 -0.094
H 3.014 1.882 -6.802 0.1 -0.1 -0.1 0.078
H -2.663 -1.015 -9.843 -0.1 -0.1 0.8 0.084
O -2.821 0.592 6.219 0.5 -0.4 -0.1 -0.125
N -0.080 -1.241 -5.833 -0.5 0.3 0.0 -0.047
H -6.537 0.583 -4.870 -0.1 0.2 -0.5 0.112
C 0.445 1.367 -1.092 1.3 1.3 -0.8 -0.194
H 2.434 7.623 -2.855 -0.2 0.2 0.4 0.128
O -0.418 3.169 5.785 -0.1 0.0 -0.1 -0.116
H -1.946 -0.994 7.254 -0.1 0.0 -0.3 0.056
H -2.974 -2.552 -0.114 0.0 0.2 -0.7 0.013
H 0.470 -2.041 -8.490 0.1 0.2 0.2 0.122
N -7.349 1.284 -3.058 -0.2 -0.8 -1.2 -0.052
H -6.802 -0.696 -2.306 -0.1 0.0 -1.1 0.120
H 1.402 1.431 -6.230 -0.1 -0.2 -0.2 0.071
H -2.933 0.057 -0.122 0.0 -0.4 0.1 0.106
H 1.084 -6.504 -0.906 -0.2 0.2 0.3 0.078
```
Positions in Å, forces in eV/Å.

Results
E	-3965.475018	a.u.
orbital gap	0.309	Ha
LUMO level	0.46	eV